{"formula": "C23H21ClF6N4PSTi", "method": "ωB97M-V/def2-TZVPD", "species": ["Ti", "N", "N", "C", "N", "S", "H", "H", "H", "H", "H", "C", "C", "C", "C", "C", "C", "C", "C", "C", "C", "C", "C", "C", "C", "C", "N", "H", "H", "H", "H", "H", "H", "H", "H", "H", "H", "Cl", "C", "C", "C", "C", "C", "C", "C", "H", "H", "H", "H", "H", "H", "F", "P", "F", "F", "F", "F", "F"], "positions_angstrom": [[-1.34181, 0.30024, 0.12033], [-1.52037, 1.53991, 1.93237], [-0.47511, 1.71744, 2.87804], [-0.74748, 1.85761, 4.20966], [0.37872, 2.08862, 4.93219], [-2.25923, 1.69122, 4.85873], [-1.94634, 2.45254, 1.75759], [-2.25284, 1.06232, 2.47599], [0.32879, 2.18473, 2.49146], [1.27194, 1.81402, 4.55438], [0.27396, 2.04944, 5.93127], [-1.18877, -3.59172, 0.20730], [-1.17325, -3.65037, -1.19810], [-0.64601, -2.63324, -1.94904], [-0.08400, -1.48338, -1.33471], [0.04929, -1.51089, 0.09361], [-0.55484, -2.53997, 0.83134], [0.10738, -0.26333, -2.08034], [0.42644, -0.23895, -3.46607], [0.50437, 0.92477, -4.14139], [0.26718, 2.17925, -3.45450], [0.33664, 3.40887, -4.10943], [0.11492, 4.59686, -3.43778], [-0.17478, 4.55570, -2.07361], [-0.24004, 3.34451, -1.41147], [-0.03333, 2.13835, -2.08630], [-0.14723, 0.93297, -1.38941], [-1.67243, -4.36617, 0.78660], [-1.63709, -4.49136, -1.69946], [-0.74805, -2.65660, -3.02658], [-0.47762, -2.52264, 1.91431], [0.64081, -1.17493, -3.96792], [0.76567, 0.94164, -5.19260], [0.56678, 3.41855, -5.16957], [0.16396, 5.54173, -3.96213], [-0.34881, 5.47462, -1.52661], [-0.45960, 3.31371, -0.34992], [1.72507, -1.22423, 3.84154], [2.65734, -1.85558, 2.48552], [3.73605, -2.67425, 2.79212], [4.50030, -3.20422, 1.76913], [4.18088, -2.90964, 0.44760], [3.10103, -2.09202, 0.16787], [2.31116, -1.54527, 1.17946], [1.12901, -0.67208, 0.81160], [3.95901, -2.88711, 3.82864], [5.34060, -3.84431, 2.00375], [4.77338, -3.31861, -0.36047], [2.84273, -1.86900, -0.86195], [1.49110, 0.11606, 0.15516], [0.75578, -0.20763, 1.72447], [-3.18016, -0.61967, 0.80964], [-4.17890, -0.04968, -0.45161], [-2.99479, -0.61805, -1.42100], [-4.93318, -1.42385, -0.47534], [-3.19411, 1.34019, -0.36069], [-5.13293, 0.58312, 0.62714], [-4.95721, 0.56975, -1.66080]], "forces_ev_per_angstrom": [[-0.66, 0.06, 0.16], [-0.15, 0.31, 0.84], [-0.20, 0.04, -0.42], [0.27, -0.16, 0.10], [-0.19, 0.09, 0.06], [0.06, 0.04, -0.10], [-0.04, 0.03, -0.09], [-0.01, -0.08, -0.02], [0.12, -0.08, -0.01], [0.01, -0.03, 0.02], [0.01, 0.01, 0.01], [0.01, 0.07, -0.08], [-0.07, -0.14, 0.09], [0.06, 0.19, 0.03], [-0.01, -0.08, 0.06], [0.75, -0.21, 0.12], [0.07, -0.17, -0.04], [0.00, 0.71, 0.19], [-0.07, -0.36, 0.25], [0.00, 0.52, 0.01], [0.13, -0.40, -0.41], [0.01, 0.26, -0.09], [0.00, -0.16, 0.01], [0.00, -0.05, 0.04], [-0.03, 0.17, 0.09], [-0.06, -0.54, 0.48], [0.86, -0.08, -1.24], [0.01, 0.01, -0.02], [0.01, 0.02, 0.01], [0.00, 0.00, 0.01], [0.05, 0.02, 0.00], [-0.04, 0.01, 0.03], [-0.01, 0.02, 0.03], [-0.01, 0.00, 0.03], [0.00, -0.01, 0.01], [0.00, -0.03, -0.02], [-0.02, -0.01, 0.02], [0.08, -0.05, -0.17], [-0.05, 0.03, 0.24], [-0.03, 0.02, 0.03], [-0.01, 0.01, -0.05], [-0.02, 0.01, 0.07], [0.01, -0.02, -0.07], [-0.09, 0.01, -0.06], [0.11, -0.26, -0.16], [0.02, -0.01, -0.02], [-0.01, 0.01, -0.01], [-0.01, 0.01, 0.01], [0.00, 0.00, 0.02], [-0.04, 0.08, -0.04], [-0.10, 0.04, 0.00], [-0.32, 0.05, 0.19], [0.26, 0.07, 0.07], [-0.09, -0.19, -0.25], [-0.08, -0.09, -0.04], [-0.33, 0.19, 0.09], [-0.08, 0.08, 0.13], [-0.06, 0.02, -0.14]], "s2": 3.7800, "de_lowest_kj_mol": 0.0, "total_charge": 0, "orbital_gap_ev": [5.56, 8.06], "multiplicity": 4, "e_lumo_ev": [0.05, -0.37], "homo_energy_ev": [-5.518, -8.430]}